{
  "formula": "C26H76O13Sn",
  "method": "ωB97M-V with the def2-TZVPD basis set",
  "e_homo_ev": -7.99,
  "multiplicity": 1,
  "mol_weight_g_mol": 715.59,
  "orbital_gap_ev": 6.670,
  "e_lumo_ev": -1.32,
  "symbols": ["Sn", "C", "C", "O", "H", "H", "H", "H", "H", "C", "C", "O", "H", "H", "H", "H", "H", "C", "C", "O", "H", "H", "H", "H", "H", "H", "C", "C", "O", "H", "H", "H", "H", "H", "H", "C", "C", "O", "H", "H", "H", "H", "H", "H", "C", "C", "O", "H", "H", "H", "H", "H", "H", "C", "C", "O", "H", "H", "H", "H", "H", "H", "C", "C", "O", "H", "H", "H", "H", "H", "H", "C", "C", "O", "H", "H", "H", "H", "H", "H", "C", "C", "O", "H", "H", "H", "H", "H", "H", "C", "C", "O", "H", "H", "H", "H", "H", "H", "C", "C", "O", "H", "H", "H", "H", "H", "H", "C", "C", "O", "H", "H", "H", "H", "H", "H"],
  "xyz": [[-0.5401, 0.0249, 0.1108], [4.6303, 1.6730, -0.2079], [3.5488, 1.9545, 0.8519], [2.2267, 1.5808, 0.5425], [5.6507, 1.9044, 0.0976], [4.3969, 2.1477, -1.1610], [4.6771, 0.6065, -0.4281], [3.5193, 3.0088, 1.1270], [3.8485, 1.3277, 1.6918], [-2.2707, 0.4182, -4.8381], [-2.5436, -0.8075, -3.9996], [-1.9457, -0.8004, -2.7248], [-1.2936, 0.5706, -5.2965], [-2.7382, 1.3825, -4.6388], [-2.8573, 0.2698, -5.7446], [-2.2747, -1.7078, -4.5521], [-3.6236, -0.7944, -3.8530], [2.3041, -3.6165, -0.1177], [3.0186, -2.2127, -0.2234], [2.3875, -1.4235, 0.7817], [2.6505, -4.0563, 0.8175], [2.5828, -4.3435, -0.8806], [1.2509, -3.3761, 0.0271], [2.9025, -1.8902, -1.2581], [4.0362, -2.3799, 0.1296], [2.7070, -0.5183, 0.7692], [2.8501, -0.5620, -3.8806], [1.3759, -0.8663, -4.0009], [0.7872, -0.5602, -2.8376], [3.0620, 0.3398, -3.3061], [3.2119, -0.3225, -4.8804], [3.3971, -1.4442, -3.5478], [1.1303, -1.8557, -4.3866], [1.0414, -0.1014, -4.7017], [-0.1462, -0.4954, -3.0525], [-1.9308, 4.1471, 2.8540], [-2.6500, 2.8748, 2.3245], [-2.0755, 2.4200, 1.1595], [-2.1537, 5.0064, 2.2214], [-0.8414, 4.1618, 2.8212], [-2.3156, 4.1592, 3.8737], [-3.7138, 3.0987, 2.2445], [-2.5805, 2.0865, 3.0741], [-2.4646, 2.9256, 0.4421], [1.0232, 4.2663, -3.4858], [1.4441, 2.8353, -2.9618], [0.6775, 2.3856, -1.7630], [1.1440, 4.7865, -2.5355], [0.0029, 4.4058, -3.8429], [1.7714, 4.6487, -4.1801], [2.4888, 2.8376, -2.6509], [1.2099, 2.1181, -3.7485], [1.2645, 2.4774, -1.0089], [4.9069, -2.0244, 4.1488], [4.4902, -3.2197, 3.2182], [3.0413, -3.1891, 3.0575], [4.2923, -2.0461, 5.0487], [4.7465, -1.0611, 3.6647], [5.9941, -1.9587, 4.1920], [4.8162, -4.1839, 3.6080], [4.9214, -3.0855, 2.2261], [2.8208, -2.5673, 2.3601], [-2.0526, 5.8924, -1.2667], [-2.5781, 4.6953, -2.1118], [-2.1572, 3.5116, -1.4273], [-2.4401, 6.7243, -1.8549], [-0.9855, 6.0905, -1.3671], [-2.4231, 5.8741, -0.2418], [-2.2227, 4.6559, -3.1414], [-3.6660, 4.7166, -2.1760], [-1.3282, 3.2003, -1.7980], [1.9694, 0.5804, 4.8718], [1.9175, 1.9842, 4.2824], [1.0491, 1.8485, 3.2008], [1.1094, 0.2712, 5.4660], [2.8422, 0.5214, 5.5220], [2.2497, -0.1004, 4.0680], [2.9208, 2.2900, 3.9856], [1.4591, 2.7558, 4.9009], [1.6252, 1.8401, 2.4329], [-5.5196, 1.2375, 0.1701], [-4.7597, 0.9900, -1.1015], [-3.4458, 0.5719, -0.8361], [-5.2915, 0.3536, 0.7658], [-6.5654, 1.3888, -0.0975], [-5.1135, 2.0582, 0.7614], [-4.7856, 1.8340, -1.7908], [-5.2297, 0.1492, -1.6116], [-3.1461, 0.2142, -1.6750], [-1.4547, -1.6027, 4.9969], [-1.3049, -0.4315, 4.0369], [-1.9691, -0.7356, 2.8546], [-2.4137, -2.1111, 4.8965], [-1.3467, -1.2289, 6.0150], [-0.8048, -2.4646, 4.8457], [-0.2409, -0.2798, 3.8553], [-1.7652, 0.4709, 4.4394], [-2.7829, -1.1985, 3.0671], [-1.1830, -5.0897, 1.2963], [-2.0386, -3.7536, 1.1968], [-1.4157, -2.9172, 0.2574], [-0.1641, -5.0030, 1.6738], [-1.1218, -5.6393, 0.3570], [-1.7302, -5.7450, 1.9739], [-2.1601, -3.2428, 2.1521], [-3.0431, -3.9100, 0.8035], [-1.5677, -3.3075, -0.6064], [-0.0281, -4.4474, -2.5343], [-1.4994, -4.7076, -2.9437], [-2.3204, -3.8835, -2.2003], [0.2051, -3.4128, -2.7862], [0.5678, -4.9953, -3.2642], [0.3737, -4.7594, -1.5703], [-1.7629, -5.7644, -2.9853], [-1.6583, -4.3315, -3.9544], [-2.0929, -3.0376, -2.5931]]
}



{
  "formula": "C26H78O13",
  "method": "ωB97M-V with the def2-TZVPD basis set",
  "e_homo_ev": -9.57,
  "multiplicity": 1,
  "mol_weight_g_mol": 598.90,
  "orbital_gap_ev": 9.767,
  "e_lumo_ev": 0.19,
  "symbols": ["C", "C", "O", "H", "H", "H", "H", "H", "H", "C", "C", "O", "H", "H", "H", "H", "H", "H", "C", "C", "O", "H", "H", "H", "H", "H", "H", "C", "C", "O", "H", "H", "H", "H", "H", "H", "C", "C", "O", "H", "H", "H", "H", "H", "H", "C", "C", "O", "H", "H", "H", "H", "H", "H", "C", "C", "O", "H", "H", "H", "H", "H", "H", "C", "C", "O", "H", "H", "H", "H", "H", "H", "C", "C", "O", "H", "H", "H", "H", "H", "H", "C", "C", "O", "H", "H", "H", "H", "H", "H", "C", "C", "O", "H", "H", "H", "H", "H", "H", "C", "C", "O", "H", "H", "H", "H", "H", "H", "C", "C", "O", "H", "H", "H", "H", "H", "H"],
  "xyz": [[-2.0384, -3.4630, 1.1945], [-1.3523, -4.6718, 0.5837], [-0.8018, -5.4788, 1.6301], [-1.2954, -2.9024, 1.7796], [-2.8762, -3.6993, 1.8463], [-2.3244, -2.7274, 0.4431], [-0.5287, -4.2973, -0.0496], [-2.0248, -5.2299, -0.0785], [-0.1638, -6.0823, 1.2376], [-4.7146, -1.3036, 3.3418], [-5.7464, -0.2744, 3.7634], [-5.5626, 0.9863, 3.0681], [-5.0411, -2.3016, 3.6490], [-3.7373, -1.0732, 3.7679], [-4.6005, -1.2921, 2.2567], [-5.6667, -0.0974, 4.8451], [-6.7659, -0.6222, 3.5803], [-5.0845, 1.5588, 3.6951], [-0.2027, 2.9116, -2.1324], [-1.1132, 3.9819, -2.7001], [-0.8700, 4.0867, -4.1124], [-0.3023, 1.9657, -2.6687], [-0.3910, 2.7048, -1.0762], [0.8231, 3.2679, -2.2425], [-0.8896, 4.9447, -2.2316], [-2.1697, 3.7572, -2.5841], [-0.1156, 4.6689, -4.2368], [-1.2427, 0.2570, 0.8468], [-0.2998, -0.4375, -0.1129], [0.9993, 0.0903, 0.1105], [-0.8820, 0.1840, 1.8743], [-2.2318, -0.1996, 0.7942], [-1.2552, 1.3186, 0.5949], [-0.6226, -0.2470, -1.1448], [-0.2909, -1.5104, 0.1213], [1.6534, -0.4623, -0.3622], [-0.4972, -1.5334, -4.7558], [-0.3652, -0.1562, -5.3682], [-1.4557, 0.6614, -4.9978], [-0.4249, -1.4540, -3.6725], [0.2649, -2.2089, -5.1479], [-1.4396, -1.9984, -5.0573], [-0.2753, -0.2107, -6.4595], [0.5747, 0.2922, -5.0203], [-1.2902, 1.5468, -5.3386], [1.5101, -3.2834, 1.7451], [2.8255, -4.0175, 1.7470], [3.4344, -3.9717, 0.4120], [1.0467, -3.3121, 2.7310], [0.8133, -3.7689, 1.0564], [1.6032, -2.2332, 1.4614], [2.6519, -5.0745, 1.9871], [3.5208, -3.6216, 2.4927], [4.2194, -4.5271, 0.4241], [-5.2634, -1.3588, -2.6344], [-4.1377, -0.4443, -3.1013], [-3.9150, -0.6982, -4.4643], [-4.9748, -2.4052, -2.6866], [-6.1346, -1.1707, -3.2633], [-5.5578, -1.1170, -1.6096], [-3.2224, -0.6304, -2.5193], [-4.4335, 0.6022, -2.9536], [-3.0622, -0.3112, -4.7319], [-1.8472, 2.2890, 4.3620], [-2.8634, 2.6421, 5.4156], [-4.1538, 2.7549, 4.7572], [-2.0940, 1.3209, 3.9289], [-0.8456, 2.3405, 4.7816], [-1.9293, 3.0280, 3.5644], [-2.6455, 3.6024, 5.8932], [-2.9157, 1.8787, 6.2009], [-4.7472, 3.1913, 5.3781], [2.5466, -0.6370, -3.0117], [2.4546, -1.9142, -2.1822], [2.9175, -1.5750, -0.8598], [3.6026, -0.3665, -3.0907], [1.9786, 0.2154, -2.6394], [2.2348, -0.8059, -4.0485], [3.0946, -2.6691, -2.6493], [1.4345, -2.3152, -2.1537], [3.0655, -2.3862, -0.3118], [3.8332, 3.9981, -0.0889], [3.0996, 2.6787, -0.1211], [2.0301, 2.7391, 0.8111], [4.2286, 4.2045, 0.9080], [3.1829, 4.7948, -0.4372], [4.7338, 3.9338, -0.7097], [3.7533, 1.8074, 0.0294], [2.6705, 2.4902, -1.1203], [1.5000, 1.9377, 0.6737], [3.7062, -0.6143, 2.3941], [4.6464, 0.4669, 2.8878], [5.2582, 0.1526, 4.1218], [4.2946, -1.4914, 2.1081], [3.1533, -0.2849, 1.5155], [3.0160, -0.9265, 3.1829], [4.1565, 1.4519, 2.8911], [5.4255, 0.6175, 2.1307], [4.6137, 0.3318, 4.8134], [7.7899, -1.6157, -1.7501], [6.3770, -2.0555, -1.4477], [5.6376, -0.9178, -1.0569], [8.4317, -2.4646, -1.9744], [8.2078, -1.0546, -0.9111], [7.7684, -0.9229, -2.5934], [6.3355, -2.8173, -0.6553], [5.9447, -2.4883, -2.3667], [4.6965, -1.1678, -0.9433], [-3.7318, 4.2949, 1.3569], [-3.4517, 3.7106, 0.0059], [-4.6528, 3.4829, -0.7287], [-4.4620, 3.7087, 1.9155], [-4.1471, 5.2999, 1.2467], [-2.8193, 4.4010, 1.9477], [-2.9131, 2.7610, 0.0820], [-2.8691, 4.4149, -0.5828], [-5.0191, 2.6423, -0.4358]]
}



Which energy above the lowest of the compared OMol25 structures with the same formula, charge and spin belongs to each record? In order, 70.81, 36.67 kcal/mol.
Which maximum force belongs to each record? In order, 3.1, 1.2 eV Å⁻¹.
Which energy belongs to each record? In order, -2228.3131, -2015.4092 a.u..